The following is a DFT calculation (the ωB97M-V functional and the def2-TZVPD basis) of 12 unconnected molecules or ions with the total composition C54H130FN10O20 in a non-equilibrium geometry.

LUMO energy   1.95 eV
Electronic energy   -116662.8971 eV
Multiplicity   1
Kohn-Sham gap   5.5 eV
Total charge   -1
E_HOMO   -3.521 eV

Last column: Mulliken charge in e.
CARTESIAN COORDINATES (ANGSTROEM)
1 N 4.20367 15.90431 10.30486  1.772
2 H 4.65396 16.78652 10.50244  -0.060
3 H 4.92206 15.25286 10.58706  -0.093
4 H 4.06583 15.78891 9.31099  0.640
5 H 3.33471 15.85030 10.81682  -0.030
6 N 4.68706 13.17671 13.21471  5.127
7 H 4.38263 12.33849 12.74058  -1.166
8 H 3.95377 13.86958 13.16654  -0.560
9 H 5.41920 13.53638 12.61913  0.036
10 H 5.04195 12.98669 14.14101  -0.362
11 F 6.16568 14.37278 11.33198  -1.191
12 C -0.66463 14.65269 11.24887  -0.771
13 C -1.26722 13.73494 12.13000  0.330
14 C -0.31409 13.05630 13.27352  0.163
15 O -0.84194 12.18607 14.01570  -0.761
16 C 1.03646 13.61122 13.36839  0.884
17 C 1.47621 14.61008 12.52610  -0.746
18 C 0.62518 15.08247 11.36539  0.423
19 O 1.04848 15.95094 10.46270  -0.875
20 O 2.59483 15.22645 12.91236  -0.716
21 O -2.45970 13.44502 12.05697  -0.722
22 H -1.35004 15.07573 10.52938  0.402
23 H 1.71250 13.24744 14.12802  0.142
24 C 7.67159 0.49221 10.56854  -0.740
25 O 7.03728 1.77666 10.22638  -0.347
26 C 6.93633 2.57870 11.36908  -0.269
27 C 6.45026 3.90095 10.81040  -0.677
28 N 5.99346 4.77987 11.82577  -0.264
29 C 4.78540 4.26736 12.57628  -0.692
30 C 3.99758 5.44048 13.20152  -0.526
31 O 3.71937 6.29780 12.10673  -0.401
32 C 3.40538 7.62134 12.44165  -0.343
33 H 8.04834 -0.04965 9.70104  0.257
34 H 6.86131 -0.06549 11.03811  0.295
35 H 8.48383 0.57591 11.29059  0.288
36 H 7.88148 2.62116 11.91037  0.290
37 H 6.23032 2.02127 11.98465  0.304
38 H 5.77931 3.80438 9.95682  0.350
39 H 7.32859 4.34819 10.34498  0.333
40 H 5.62375 5.60808 11.38138  0.179
41 H 4.94738 3.53146 13.36389  0.381
42 H 4.10060 3.95188 11.78912  0.381
43 H 4.72190 5.96826 13.82193  0.288
44 H 3.05920 5.23886 13.71812  0.391
45 H 3.47806 8.29945 11.59136  -0.167
46 H 4.01514 8.02735 13.24877  0.140
47 H 2.33780 7.66502 12.65716  0.517
48 C 11.63247 16.61659 11.82025  -0.658
49 O 10.81268 16.41540 10.67945  -0.383
50 C 9.97407 15.31636 10.80497  -0.302
51 C 9.14025 15.10672 9.49058  0.059
52 N 8.28044 13.94655 9.61703  -0.079
53 C 7.39242 13.77175 8.47096  0.934
54 C 8.11272 13.73072 7.13301  -1.569
55 O 8.36612 15.06924 6.66408  -0.140
56 C 9.22182 14.99573 5.48463  -0.951
57 H 12.26929 15.73622 11.90686  0.310
58 H 11.04484 16.69661 12.73479  0.207
59 H 12.14295 17.55835 11.61875  0.260
60 H 9.24559 15.38904 11.61252  0.086
61 H 10.58961 14.45704 11.07104  0.391
62 H 9.82825 15.03986 8.64780  0.471
63 H 8.50937 15.99517 9.46322  -0.381
64 H 7.60989 14.06083 10.36363  -0.087
65 H 6.65774 14.57653 8.44487  -0.171
66 H 6.75032 12.91232 8.66379  -0.239
67 H 7.49282 13.19773 6.41208  0.627
68 H 9.02515 13.14147 7.22443  0.558
69 H 10.22914 14.68712 5.76420  0.320
70 H 9.28869 15.95747 4.97603  0.238
71 H 8.83230 14.25371 4.78765  0.354
72 C 3.02859 18.16012 15.62618  -0.728
73 O 2.55560 18.24421 16.95735  -0.317
74 C 1.22773 17.76887 17.20970  -0.298
75 C 0.18080 18.87428 17.28066  -1.211
76 N 0.62855 19.92720 18.23578  -0.216
77 C -0.25833 21.05578 18.38022  -0.715
78 C 0.47980 22.08063 19.23356  -0.649
79 O 1.46835 22.77674 18.42216  -0.305
80 C 2.31021 23.61505 19.16253  -0.783
81 H 3.05362 17.11082 15.33216  0.222
82 H 3.97401 18.62680 15.34959  0.213
83 H 2.28541 18.46694 14.89021  0.477
84 H 1.27946 17.24232 18.16268  0.438
85 H 0.91251 16.93379 16.58409  0.363
86 H -0.68170 18.35056 17.69287  0.486
87 H -0.03466 19.13009 16.24324  0.372
88 H 1.49618 20.27780 17.85580  0.214
89 H -1.12595 20.59562 18.85308  0.431
90 H -0.63116 21.52180 17.46812  0.343
91 H 0.92478 21.63293 20.12219  0.352
92 H -0.23990 22.82102 19.58279  0.487
93 H 1.77214 24.40792 19.68209  0.306
94 H 2.99024 24.19694 18.54039  0.271
95 H 2.95400 23.12313 19.89167  0.310
96 C 6.84428 17.17263 14.11940  0.207
97 O 7.62593 17.43424 15.32605  -0.513
98 C 6.81253 17.52249 16.48828  0.916
99 C 7.69786 17.84522 17.62017  -1.460
100 N 6.96786 17.67115 18.87811  0.104
101 C 7.77616 17.43963 20.05669  -0.652
102 C 6.89987 17.73437 21.26858  -0.662
103 O 7.66684 17.35661 22.40575  -0.351
104 C 7.07701 17.60309 23.65058  -0.730
105 H 6.41034 16.19677 14.33733  -0.077
106 H 7.48745 17.07377 13.24495  0.024
107 H 6.18093 18.02791 13.99062  0.152
108 H 6.41657 16.52053 16.65374  -0.523
109 H 6.02451 18.26596 16.36838  0.105
110 H 8.17037 18.82506 17.55127  0.348
111 H 8.52224 17.13254 17.59573  0.490
112 H 6.37397 18.48168 18.98016  0.220
113 H 8.62161 18.12219 19.97041  0.516
114 H 8.12946 16.40860 20.07264  0.137
115 H 5.93978 17.21907 21.24020  0.403
116 H 6.68615 18.79289 21.41675  0.482
117 H 6.82651 18.66339 23.68402  0.312
118 H 7.75577 17.32694 24.45750  0.242
119 H 6.19807 16.96819 23.76230  0.273
120 C 3.91897 18.92408 11.73803  -0.683
121 O 4.99922 18.16693 11.30572  -0.866
122 C 5.93318 18.83419 10.43264  0.175
123 C 5.35919 19.22431 9.06752  -1.404
124 N 4.79793 18.16146 8.25006  0.002
125 C 5.76853 17.29633 7.66223  0.100
126 C 5.05683 16.23273 6.83754  -1.126
127 O 4.33469 15.40456 7.78110  -0.377
128 C 3.58265 14.38172 7.16058  -0.808
129 H 4.28395 19.75729 12.33858  0.352
130 H 3.30691 18.30356 12.39258  -0.013
131 H 3.28639 19.37027 10.97067  0.405
132 H 6.67253 18.06827 10.19847  -0.481
133 H 6.60714 19.53781 10.92131  0.518
134 H 5.96518 19.84095 8.40372  0.495
135 H 4.55204 19.93075 9.26133  0.502
136 H 4.20725 18.63057 7.57839  0.268
137 H 6.26747 16.77143 8.47687  -0.414
138 H 6.49931 17.79555 7.02596  0.649
139 H 5.85584 15.68659 6.33613  0.242
140 H 4.32723 16.56105 6.09728  0.603
141 H 3.02593 13.74961 7.85239  0.064
142 H 4.13747 13.74978 6.46710  0.291
143 H 2.78891 14.86810 6.59355  0.403
144 C 9.27303 11.73176 12.72973  -0.619
145 O 8.28145 11.80999 13.78606  -0.365
146 C 8.00138 13.15556 14.20810  -0.030
147 C 7.20437 13.22002 15.55116  -0.684
148 N 5.81800 12.69642 15.58294  0.545
149 C 5.73967 11.23629 15.67194  -0.826
150 C 4.33788 10.71745 15.57677  -0.904
151 O 3.72999 10.87316 14.32318  0.392
152 C 2.33596 10.59965 14.33210  -0.810
153 H 8.90834 12.17468 11.80296  0.112
154 H 9.34733 10.65279 12.59403  0.296
155 H 10.23039 12.12137 13.07580  0.368
156 H 7.46562 13.74895 13.46719  -0.416
157 H 8.94227 13.70227 14.27085  0.830
158 H 7.25147 14.28395 15.78338  -0.075
159 H 7.79980 12.62930 16.24731  0.322
160 H 5.40225 13.23055 16.33258  -0.992
161 H 6.07880 10.76849 16.59621  0.559
162 H 6.23798 10.70478 14.86121  0.016
163 H 3.68934 11.19802 16.30926  0.234
164 H 4.36815 9.63716 15.71876  0.377
165 H 2.28212 9.51236 14.38689  0.290
166 H 1.90552 10.79686 13.35030  0.125
167 H 1.83145 11.15221 15.12472  0.002
168 C 0.84976 12.54818 17.33198  -0.725
169 O 1.86039 13.48721 17.80791  -0.551
170 C 2.62293 14.17167 16.79748  1.455
171 C 3.79517 14.86949 17.50795  -0.310
172 N 4.66373 13.89770 18.21199  -0.327
173 C 5.73448 14.67042 18.94317  0.330
174 C 6.30131 13.89541 20.17356  -1.165
175 O 5.41192 13.90826 21.33382  -0.346
176 C 5.97549 13.30773 22.53861  -0.805
177 H 1.24198 11.53966 17.20100  0.290
178 H 0.51161 12.84528 16.33926  0.191
179 H -0.02586 12.46666 17.97598  0.382
180 H 2.07280 14.91610 16.22191  0.051
181 H 3.02883 13.45497 16.08356  -1.319
182 H 3.44026 15.62909 18.20447  1.061
183 H 4.36078 15.37596 16.72586  -0.501
184 H 4.16652 13.44712 18.96689  0.425
185 H 5.51492 15.69784 19.23354  0.040
186 H 6.58658 14.79103 18.27424  -0.219
187 H 7.31093 14.22264 20.42197  0.530
188 H 6.35612 12.85354 19.85799  0.584
189 H 5.18504 12.97195 23.20983  0.293
190 H 6.57946 13.98776 23.13934  0.218
191 H 6.46890 12.35775 22.33324  0.337
192 C 7.17117 8.61904 12.40310  -0.600
193 O 6.09417 9.19747 11.65684  -0.228
194 C 6.30313 10.59138 11.38091  0.594
195 C 5.16056 11.07856 10.41362  -0.559
196 N 3.91995 11.28377 11.13898  1.655
197 C 2.97081 11.99729 10.26473  1.004
198 C 2.42235 11.11161 9.16692  -1.228
199 O 1.87293 9.88655 9.75669  -0.168
200 C 1.39963 8.96569 8.71457  -0.968
201 H 6.94057 7.78399 13.06461  0.250
202 H 7.66793 9.40111 12.97730  -0.035
203 H 7.87771 8.35029 11.61781  0.307
204 H 7.18198 10.73308 10.75191  0.635
205 H 6.39293 11.10945 12.33571  -0.706
206 H 4.96571 10.32057 9.65494  0.701
207 H 5.54870 11.91853 9.83751  -0.823
208 H 3.67307 10.32832 11.35410  -1.107
209 H 3.37069 12.91707 9.83786  -0.891
210 H 2.16304 12.33394 10.91454  -0.231
211 H 3.20868 10.87225 8.45102  0.474
212 H 1.74910 11.69104 8.53519  0.716
213 H 0.81383 8.20137 9.22521  0.258
214 H 2.30433 8.50654 8.31607  0.357
215 H 0.75525 9.46630 7.99188  0.311

The following is a DFT calculation (the ωB97M-V functional and the def2-TZVPD basis) of a molecular structure, C7H16NS in a non-equilibrium geometry.

LUMO energy   -4.25 eV
Electronic energy   -19831.5148 eV
Multiplicity   1
Kohn-Sham gap   8.2 eV
Total charge   +1
E_HOMO   -12.411 eV
Energy relative to the best compared isomer or geometry (same formula, charge and spin)   144.18 kcal/mol

Last column: natural (NBO) charge in e.
CARTESIAN COORDINATES (ANGSTROEM)
1 C -0.39488 -2.05951 0.35039  -0.541
2 C -1.77337 -1.69954 -0.06554  0.232
3 C 0.46527 -0.82500 0.15115  -0.277
4 C 2.41787 0.61806 0.49260  -0.611
5 C -1.77707 1.64638 1.15156  -0.784
6 C -0.51309 1.54302 -1.29323  -0.786
7 C 1.64349 -0.56310 0.96816  -0.498
8 N -2.06220 -0.48402 -0.16446  -0.583
9 S -0.71963 0.48287 0.15863  1.350
10 H -0.43366 -2.51494 1.34632  0.255
11 H -0.00485 -2.85230 -0.25672  0.281
12 H 0.16029 -1.16583 -3.46631  0.005
13 H -2.53877 -2.42207 -0.12510  0.231
14 H 0.88170 -1.14099 -2.93866  -0.004
15 H 2.63395 0.54211 -0.53665  0.215
16 H 3.35844 0.78201 1.07911  0.243
17 H 1.99090 1.61113 0.49986  0.192
18 H -2.70962 1.57535 0.70818  0.267
19 H -1.30111 2.56713 1.40658  0.258
20 H -1.85439 1.06946 2.12225  0.247
21 H -1.42491 2.13315 -1.45097  0.272
22 H -0.36477 0.81723 -2.10994  0.277
23 H 0.48607 2.11367 -1.09597  0.281
24 H 1.50292 -0.39269 2.02261  0.220
25 H 2.33145 -1.38160 1.04615  0.257

The following is a DFT calculation (the ωB97M-V functional and the def2-TZVPD basis) of 10 unconnected molecules or ions with the total composition C30H60Cl10O10S5 in a non-equilibrium geometry.

LUMO energy   0.03 eV
SMILES string   O=S1(=O)CCCC1.O=S1(=O)CCCC1.O=S1(=O)CCCC1.O=S1(=O)CCCC1.O=S1(=O)CCCC1.ClCCCl.ClCCCl.ClCCCl.ClCCCl.ClCCCl
Electronic energy   -231956.5870 eV
Multiplicity   1
Kohn-Sham gap   10.0 eV
E_HOMO   -9.992 eV
Energy relative to the best compared isomer or geometry (same formula, charge and spin)   0.00 kcal/mol

Last column: Mulliken charge in e.
CARTESIAN COORDINATES (ANGSTROEM)
1 O 2.43121 0.32124 1.27952  -0.141
2 S 2.25942 1.31474 2.31670  1.228
3 O 1.28993 1.07368 3.37360  -1.087
4 C 3.87880 1.70703 3.13550  -0.532
5 C 3.95185 3.20352 3.02179  -0.835
6 C 3.43589 3.55305 1.62987  -0.569
7 C 2.03190 2.97392 1.53192  -0.236
8 H 4.67462 1.25663 2.53523  0.137
9 H 3.83915 1.12116 4.05120  0.288
10 H 3.33880 3.64742 3.80978  0.314
11 H 4.97015 3.58583 3.09747  0.406
12 H 4.13420 3.21858 0.86400  0.230
13 H 3.31049 4.63574 1.56839  0.419
14 H 1.46033 2.83315 0.62235  -0.396
15 H 1.33929 3.53541 2.16213  0.412
16 O -3.50885 2.27909 -4.77969  -0.644
17 S -2.18916 1.80719 -5.12473  1.033
18 O -1.06887 2.74375 -5.02369  -0.735
19 C -1.80741 0.41303 -4.05936  0.298
20 C -2.49472 -0.78055 -4.72067  -0.371
21 C -2.33616 -0.63255 -6.24520  -0.828
22 C -2.13271 0.81163 -6.70478  -0.664
23 H -1.99594 0.60314 -3.00758  -0.155
24 H -0.72889 0.24489 -4.10785  0.015
25 H -2.04154 -1.71863 -4.39353  0.364
26 H -3.53946 -0.93866 -4.44943  0.229
27 H -3.26221 -0.94671 -6.72969  0.355
28 H -1.51689 -1.16301 -6.72920  0.247
29 H -2.92746 1.27435 -7.29028  0.405
30 H -1.20127 1.02854 -7.22091  0.364
31 O -0.80545 4.62370 -0.60895  -0.735
32 S -1.94034 3.73041 -0.80286  1.111
33 O -2.05173 2.73010 -1.86885  -0.178
34 C -2.29652 2.84838 0.75911  0.300
35 C -3.66781 3.33419 1.26028  -0.544
36 C -3.76369 4.77290 0.79205  -0.762
37 C -3.47433 4.71377 -0.71147  -0.736
38 H -1.56456 3.26394 1.45204  0.240
39 H -2.15892 1.79127 0.56467  -0.491
40 H -4.58101 2.86712 0.89076  0.235
41 H -3.60423 3.31517 2.34836  0.328
42 H -3.01943 5.42443 1.26426  0.307
43 H -4.68687 5.30200 1.03171  0.441
44 H -3.33324 5.63230 -1.27954  0.515
45 H -4.19793 4.13001 -1.28337  0.123
46 O -0.30816 -1.70677 3.10822  -0.348
47 S 0.70914 -2.34896 3.95406  0.790
48 O 0.29252 -3.44997 4.82492  -0.650
49 C 2.18040 -2.86305 3.02289  -0.118
50 C 3.37607 -2.64456 3.92561  -0.883
51 C 3.10831 -1.50755 4.96190  -0.652
52 C 1.63097 -1.08899 4.89312  -0.148
53 H 2.18746 -2.36703 2.04817  -0.186
54 H 1.93928 -3.88652 2.72543  0.661
55 H 3.57903 -3.58898 4.42686  0.455
56 H 4.28533 -2.35864 3.39950  0.191
57 H 3.72243 -0.62065 4.84704  0.312
58 H 3.26181 -1.98484 5.92777  0.363
59 H 1.41822 -0.13452 4.41253  -0.105
60 H 1.06646 -1.10050 5.82783  0.692
61 O 6.06996 -3.51456 -1.97426  -0.694
62 S 4.96171 -2.77982 -1.40786  1.024
63 O 3.57097 -3.12068 -1.62474  -0.535
64 C 5.27333 -2.59741 0.38520  -0.881
65 C 5.35601 -1.09446 0.68315  0.695
66 C 5.85066 -0.39184 -0.57556  -0.849
67 C 5.21153 -0.99328 -1.81993  -0.283
68 H 6.20563 -3.16258 0.44565  0.455
69 H 4.54150 -3.28339 0.81105  0.349
70 H 4.40469 -0.72531 1.06381  -0.724
71 H 6.12164 -1.04950 1.45905  0.528
72 H 6.93611 -0.28582 -0.64257  0.398
73 H 5.56388 0.66458 -0.60864  0.164
74 H 5.51331 -0.78103 -2.84240  0.519
75 H 4.19788 -0.57198 -1.84774  -0.136
76 Cl 2.49664 1.23438 -4.35246  -0.198
77 C 1.82145 2.63485 -3.46437  -0.125
78 C 1.83062 2.34277 -1.96694  -0.093
79 Cl 3.48263 2.13641 -1.38670  -0.175
80 H 0.78202 2.80184 -3.75076  0.075
81 H 2.39249 3.52165 -3.72287  0.469
82 H 1.33965 1.41905 -1.66535  -0.246
83 H 1.34151 3.18059 -1.46948  0.266
84 Cl -4.82388 -2.52862 1.90126  -0.236
85 C -3.91948 -1.18475 2.68239  0.700
86 C -4.69842 -0.69246 3.87981  -0.479
87 Cl -4.10941 0.80560 4.56640  -0.196
88 H -3.84678 -0.40858 1.91958  -0.259
89 H -2.90409 -1.54270 2.84405  -0.181
90 H -4.65190 -1.43528 4.67357  0.342
91 H -5.71979 -0.59323 3.51554  0.346
92 Cl -2.18468 -0.59688 -0.62401  0.028
93 C -0.79337 -1.43220 0.14847  -0.072
94 C 0.07861 -2.19377 -0.76858  -0.487
95 Cl 0.75910 -1.15697 -2.05638  -0.070
96 H -1.21317 -2.03311 0.95887  0.188
97 H -0.33626 -0.68889 0.80408  -0.288
98 H -0.42503 -3.01214 -1.28301  0.363
99 H 0.92073 -2.68746 -0.28418  0.277
100 Cl -6.57836 -1.21225 -2.69449  -0.210
101 C -5.38510 -0.07590 -2.03775  0.400
102 C -5.69658 1.33693 -2.47736  0.405
103 Cl -7.39755 1.89551 -2.31961  -0.214
104 H -4.47492 -0.52619 -2.42681  -0.410
105 H -5.31677 -0.14247 -0.95173  0.160
106 H -5.48854 1.45056 -3.54208  0.222
107 H -5.02731 2.09950 -2.08002  -0.376
108 Cl -0.44471 -4.81002 1.82328  -0.022
109 C -1.85043 -5.78182 1.34139  -0.690
110 C -1.67365 -6.39217 -0.05170  -0.219
111 Cl -0.33744 -7.57678 0.05154  -0.188
112 H -2.75609 -5.18495 1.41976  0.192
113 H -1.85234 -6.61935 2.03450  0.403
114 H -1.46197 -5.60294 -0.77410  0.136
115 H -2.55392 -6.89542 -0.44485  0.353

- What is the multiplicity in the third record?
  1